Below is 18 unconnected molecules or ions with the total composition C58H160N24O26 in a non-equilibrium geometry, with properties calculated with ωB97M-V/def2-TZVPD.

```
268
Properties=species:S:1:pos:R:3
C 17.3106 31.1393 15.9103
O 17.2344 30.3865 17.1054
C 18.5156 30.1755 17.6906
C 19.3660 29.1660 16.9583
N 18.5889 28.0367 16.5079
C 17.7547 27.4183 17.5564
C 18.5395 26.7255 18.6782
O 19.2016 27.6882 19.5113
C 19.2230 27.2164 20.8770
H 17.6350 30.4976 15.0673
H 17.9755 32.0075 16.0544
H 16.3530 31.5528 15.6416
H 18.2594 29.7902 18.6713
H 18.9977 31.1532 17.8963
H 20.2021 28.7551 17.5469
H 19.7939 29.6975 16.1111
H 18.0135 28.1985 15.7127
H 17.0220 26.7975 17.0014
H 17.1439 28.1546 18.1132
H 19.2556 26.0537 18.1830
H 17.8668 26.1400 19.3185
H 19.8805 27.8686 21.3830
H 19.4978 26.1733 21.0256
H 18.2601 27.3239 21.3280
C 18.1186 21.4044 14.5434
O 19.1675 20.5622 14.9650
C 18.7573 19.5110 15.8303
C 19.1377 18.1574 15.2882
N 18.3326 17.8924 14.1046
C 18.8556 16.7254 13.4322
C 17.8981 16.4155 12.2467
O 18.3454 15.3685 11.4834
C 17.4646 14.6704 10.6879
H 17.5951 21.8968 15.3551
H 17.3398 20.8958 13.9322
H 18.5730 22.2111 13.9178
H 17.6548 19.5500 16.0177
H 19.3072 19.6332 16.7808
H 18.9336 17.4267 16.0975
H 20.2410 18.0834 15.0415
H 18.5741 18.7046 13.5279
H 18.9278 15.9695 14.2131
H 19.8516 16.8716 12.9992
H 17.8301 17.2852 11.5832
H 16.8918 16.1642 12.5263
H 16.4894 14.5794 11.2014
H 17.8460 13.6401 10.5419
H 17.3285 15.0825 9.6776
C 20.2006 21.9754 24.2177
O 20.5178 21.1544 23.1215
C 19.8160 19.9392 23.0977
C 19.5706 19.6371 21.6262
N 18.9170 18.3544 21.5013
C 18.3865 17.9785 20.2119
C 19.4189 17.9238 19.0967
O 20.5310 17.0593 19.4301
C 21.5332 17.1744 18.3804
H 19.2107 21.7419 24.6427
H 20.1986 23.0492 23.9074
H 20.9735 21.8352 25.0081
H 18.8542 19.9764 23.6775
H 20.3805 19.1347 23.5104
H 20.5628 19.7475 21.1006
H 18.9130 20.3976 21.1251
H 19.4692 17.5941 21.7798
H 17.6629 18.7710 19.8808
H 17.8393 17.0590 20.3574
H 19.7961 18.8745 18.7643
H 18.9055 17.5628 18.2181
H 22.4910 16.7431 18.6817
H 21.8052 18.1920 18.1422
H 21.2284 16.6929 17.4694
C 12.4579 17.7542 9.7222
O 12.3096 17.1387 11.0410
C 11.1479 17.6101 11.7125
C 11.3027 18.9762 12.2890
N 12.3944 19.0573 13.1986
C 12.7720 20.3458 13.6523
C 14.1182 20.3092 14.4669
O 13.8720 19.6639 15.7893
C 15.0425 19.5105 16.5659
H 12.7775 18.7987 9.7890
H 11.6295 17.7417 9.0246
H 13.2448 17.2040 9.2195
H 11.0278 16.8746 12.5194
H 10.3256 17.5838 10.9737
H 10.3743 19.3010 12.7784
H 11.4536 19.7083 11.4641
H 13.0810 18.3382 12.9999
H 11.9148 20.6815 14.2368
H 12.9567 20.9844 12.7761
H 14.4642 21.3195 14.5474
H 14.7539 19.6855 13.8386
H 15.8008 18.8567 16.0702
H 14.8613 19.1355 17.5889
H 15.6221 20.5187 16.6944
C 27.6609 23.9843 19.2113
O 27.6031 23.9984 17.8044
C 26.5615 23.0587 17.3286
C 26.6367 22.8992 15.8233
N 27.9214 22.2697 15.3798
C 28.0589 22.0655 13.9533
C 28.3145 23.2510 13.1164
O 27.2236 24.1261 13.0828
C 27.6256 25.2081 12.2372
H 28.1637 23.0790 19.5527
H 26.6390 24.1504 19.6195
H 28.2803 24.8414 19.5029
H 25.6118 23.5660 17.6430
H 26.7017 22.1264 17.8761
H 26.5669 23.8906 15.4262
H 25.7624 22.3109 15.4770
H 28.7103 22.7234 15.8245
H 27.1111 21.6340 13.6226
H 28.8619 21.3678 13.7550
H 28.4858 22.9050 12.0378
H 29.3204 23.7146 13.4298
H 26.9033 26.0295 12.3697
H 27.5427 24.7849 11.2447
H 28.6422 25.4996 12.5329
C 25.8491 27.8135 27.1690
O 24.8476 27.0733 26.5278
C 24.5579 27.6043 25.1937
C 23.4929 26.6863 24.5139
N 24.0488 25.3347 24.3471
C 23.0446 24.4878 23.7575
C 23.5327 23.0192 23.7871
O 23.7711 22.6139 25.1445
C 24.4396 21.3592 25.0852
H 25.5516 28.8766 27.0842
H 26.8183 27.7466 26.7078
H 25.8820 27.5496 28.2098
H 25.4737 27.6882 24.5883
H 24.1632 28.6323 25.2894
H 23.2824 27.1189 23.5113
H 22.5059 26.7161 25.1060
H 24.3930 25.0657 25.2611
H 22.8614 24.8149 22.7169
H 22.0458 24.5227 24.1939
H 24.4394 22.9326 23.1970
H 22.8266 22.3210 23.3308
H 25.5198 21.5281 24.8116
H 23.9514 20.7150 24.3556
H 24.2906 20.8587 26.0502
C 25.6754 11.5145 25.4851
O 26.2054 12.7587 25.1233
C 25.2932 13.8526 25.3392
C 25.6867 14.9945 24.4019
N 25.6682 14.4684 23.0710
C 25.9764 15.4122 22.0068
C 24.8266 16.2262 21.5702
O 24.5090 17.1029 22.6478
C 23.3437 17.7999 22.4217
H 26.4003 10.7083 25.3318
H 24.7896 11.3876 24.8775
H 25.3809 11.4402 26.5292
H 25.3284 14.1519 26.4034
H 24.2767 13.5101 25.0791
H 26.6127 15.5419 24.6736
H 24.9042 15.7400 24.5812
H 26.2469 13.6404 23.0593
H 26.2770 14.7457 21.1808
H 26.7828 16.1236 22.3845
H 23.9653 15.5749 21.3752
H 24.9624 16.7543 20.6270
H 23.0718 18.4588 23.2593
H 22.5604 17.1009 22.1290
H 23.4123 18.3923 21.5140
C 17.8016 22.0262 18.3828
O 19.0291 21.8010 19.0608
C 19.7273 23.0687 19.1537
C 20.9478 22.7137 19.9892
N 21.7324 21.6387 19.4357
C 22.7331 21.0887 20.3274
C 23.9376 21.9609 20.2481
O 24.9960 21.5415 21.0982
C 25.7237 20.3776 20.5660
H 17.9837 22.3756 17.3665
H 17.1478 22.8306 18.7982
H 17.2258 21.1040 18.3721
H 19.1137 23.8684 19.5814
H 20.0340 23.3823 18.1482
H 20.5150 22.3131 20.8934
H 21.4846 23.6789 20.1752
H 21.0651 20.9052 19.1493
H 22.9500 20.0836 19.9396
H 22.3427 20.9908 21.3644
H 23.7195 23.0074 20.4808
H 24.2768 21.9750 19.1889
H 25.3248 20.1643 19.5828
H 25.6500 19.4894 21.1766
H 26.7684 20.7252 20.5698
C 22.9349 19.8593 16.5232
O 23.4761 19.8628 17.6196
N 22.1735 21.0045 16.1591
N 22.9240 18.7787 15.6925
H 21.3215 20.8364 15.6531
H 22.0519 21.6069 16.9750
H 22.8202 19.0534 14.7375
H 23.6636 18.1508 15.9025
C 28.8372 17.1263 20.4725
O 28.1274 16.9091 19.4898
N 28.8252 18.2921 21.2598
N 29.8558 16.1455 20.8168
H 29.5599 18.5364 21.8977
H 28.1489 18.9753 21.1680
H 30.0944 16.1253 21.8177
H 29.4828 15.3052 20.4213
C 28.1129 22.8339 23.6144
O 28.3194 21.6533 23.3205
N 27.1678 23.5412 22.8768
N 28.9325 23.5791 24.5846
H 26.9253 24.4811 23.0960
H 26.7024 23.0581 22.1283
H 28.9922 24.5572 24.6731
H 29.4384 22.8750 25.0508
C 23.0188 24.9867 18.3153
O 24.0031 25.0082 19.0208
N 22.9172 24.0784 17.2609
N 22.0174 25.9953 18.4685
H 23.4245 23.1994 17.3634
H 22.0897 23.9852 16.6613
H 21.2021 25.8293 17.9216
H 21.9015 26.3476 19.3892
C 14.1209 23.6940 16.9692
O 14.7023 23.3731 15.9402
N 12.7402 23.5413 17.2710
N 14.7441 24.3294 18.0340
H 12.3874 22.8546 16.6243
H 12.5030 23.3112 18.2106
H 15.7100 24.4569 17.8928
H 14.2710 24.6059 18.8867
C 25.3431 16.4123 17.1844
O 24.3904 16.2692 16.3767
N 25.6172 17.6535 17.8414
N 26.2165 15.3144 17.4635
H 26.4343 17.7833 18.4139
H 24.9243 18.3456 17.9706
H 27.0918 15.6606 17.8337
H 26.2784 14.5777 16.7502
C 20.2323 25.0194 14.6426
O 19.9218 24.3167 15.6457
N 20.7306 24.4448 13.4649
N 20.0152 26.4382 14.6032
H 21.2085 25.0228 12.7623
H 21.0756 23.5184 13.5490
H 20.1545 26.9820 13.7519
H 19.5963 26.9109 15.4013
C 25.5381 27.0517 21.3991
O 25.8929 27.8420 22.2594
N 25.4601 25.6500 21.6567
N 25.4001 27.5240 20.1010
H 25.2151 25.0081 20.9332
H 25.1476 25.4889 22.6515
H 25.1451 26.9127 19.3153
H 25.4824 28.5315 20.0990
C 14.1943 21.6528 20.3374
O 13.1965 22.6618 20.5390
H 13.8670 21.0493 19.4772
H 15.2005 22.0024 20.1754
H 14.1822 20.9310 21.1714
H 13.1821 22.9138 21.4889
C 28.9605 19.6293 17.6601
O 27.8025 19.5735 16.8901
H 29.3560 20.6234 17.6182
H 28.6958 19.4627 18.7135
H 29.6573 18.8443 17.4323
H 27.6865 20.3176 16.2712
```

Values from the calculation:
Spin multiplicity ... 1
Gap between HOMO and LUMO ... 8.2662 eV
Molar mass ... 1610.06 u